1.
95
Properties=species:S:1:pos:R:3 method="wB97M-V/def2-TZVPD" total_charge=+1 orbital_gap_ev=6.548
B 7.551 0.462 -1.574
H -5.250 0.778 -3.545
H -0.871 -2.081 -3.277
C -10.470 3.255 1.748
H -6.844 5.381 3.153
H -6.557 2.644 1.234
N 4.288 -3.040 -0.614
C 7.032 -2.554 -2.037
H 8.400 -6.419 0.320
H 6.191 -1.982 -1.677
C 8.535 -0.724 -1.150
H -4.623 -0.407 0.517
H 6.106 -0.167 -0.463
C -6.614 4.880 4.095
H -4.309 3.061 -0.154
H -7.456 4.158 1.064
C -9.047 0.577 1.811
H -6.014 0.432 -0.179
C 8.297 -2.108 -1.371
H 7.702 -3.210 -4.012
H -0.023 1.313 -0.766
N 3.817 -3.210 0.677
H -7.765 2.820 -0.050
C 10.576 -1.465 -0.192
H -2.979 2.123 0.537
H 5.938 -2.538 -5.289
H 9.234 -5.059 1.035
H 3.928 -3.015 -4.433
C -1.984 -2.126 -0.226
C 2.867 -2.354 0.821
C 3.572 -2.097 -1.144
C -7.689 3.260 6.425
O 6.270 0.500 -1.138
C -3.441 2.445 -0.400
H 4.830 -3.553 -3.040
O -2.634 0.122 -1.922
O 2.656 -1.610 -0.280
H -1.145 -2.736 0.118
H -2.519 -1.762 0.654
H -10.455 4.520 5.139
C -5.095 -0.107 -0.422
H 9.988 0.619 -0.334
C 7.173 -2.375 -3.565
O 13.340 -2.173 -0.636
H -2.662 -2.767 -0.792
H 10.886 -5.142 -2.264
H -9.826 0.144 2.442
Si -8.087 3.911 4.724
H -10.372 4.341 1.815
H 8.149 2.257 -1.892
Si -3.960 0.978 -1.439
Si -1.372 -0.706 -1.279
C -9.553 5.065 4.852
H -11.251 2.943 2.444
H -10.797 3.008 0.736
C 9.714 -0.402 -0.536
C 5.854 -2.086 -4.304
H -9.365 5.834 5.604
H -4.287 2.261 -3.534
H 5.720 -1.025 -4.486
H -5.365 -1.012 -0.969
O 7.987 1.458 -2.408
N 9.178 -3.024 -1.024
H 0.539 -1.960 -2.220
H 7.820 -1.508 -3.715
C -4.903 1.603 -2.919
O 11.721 -1.113 0.403
H 7.555 -4.859 0.566
H 0.105 -0.605 -3.270
H -6.820 2.599 6.404
H -6.324 5.643 4.820
H 2.280 -2.228 1.709
N 10.343 -2.720 -0.400
O 10.460 -5.411 -1.440
C -0.335 0.428 -0.208
H 0.561 -0.088 0.139
S 3.675 -1.424 -2.731
H 6.802 -3.584 -1.796
H -5.776 2.167 -2.586
C -0.299 -1.402 -2.642
C 8.490 -5.339 0.290
P 8.963 -4.833 -1.365
H -9.748 5.564 3.901
N 12.815 -2.188 0.368
C -7.532 3.072 0.987
H -2.721 3.067 -0.936
H -8.530 2.704 6.843
C 4.600 -2.688 -3.649
H -0.895 0.760 0.668
Si -8.851 2.402 2.135
H -7.466 4.093 7.095
O -8.428 2.664 3.703
H -9.326 0.414 0.768
H -5.757 4.223 3.930
H -8.116 0.038 2.002

2.
83
Properties=species:S:1:pos:R:3 method="wB97M-V/def2-TZVPD" total_charge=+1 orbital_gap_ev="4.478 / 4.464"
C 0.920 3.092 -0.327
H 0.844 -3.336 1.239
H 1.477 -0.503 1.657
N 1.199 1.798 -0.638
P 1.226 -1.223 -1.421
C -3.629 -2.460 1.798
H -0.763 4.083 0.599
H -3.083 1.438 1.976
H -3.608 -2.642 -0.407
C 2.387 -2.635 -1.267
H -1.197 -6.416 1.374
C -4.250 -1.448 2.778
H -4.197 -4.274 2.919
C -1.590 -3.811 4.690
H -1.318 -3.290 -0.764
C 0.362 -4.311 1.405
P -0.749 2.053 1.849
H -4.400 3.581 -1.843
H -3.558 4.376 -2.874
H -0.975 -5.028 -0.773
H 0.784 -5.016 0.672
C -3.834 -1.907 0.373
H -2.285 0.438 -3.688
N -1.002 -1.499 1.267
C -1.746 -5.575 1.828
H -2.873 -1.560 4.903
H -4.896 -1.635 0.275
H 0.643 -4.685 2.400
C 0.315 -2.406 3.948
H -2.812 2.655 0.702
H -4.350 -1.866 3.789
H 0.859 -3.305 3.648
H 1.129 5.137 -0.939
O -4.273 3.724 -2.805
Hf 0.251 0.052 0.608
H -1.772 -0.419 4.045
C 2.467 0.074 -1.877
C 0.055 3.432 0.884
H 1.321 -1.749 -3.722
C -1.551 -4.241 -0.262
C 2.835 2.527 -2.231
C 2.118 1.512 -1.599
H 3.394 -0.194 -1.342
H -0.616 1.511 4.189
H -0.180 -0.785 -3.413
H -1.401 -3.538 5.740
H -2.652 -4.083 4.603
H -1.275 1.065 -4.619
H -3.707 -0.493 2.809
O -1.668 0.190 -4.384
H -2.612 -4.478 -0.422
H -1.270 -1.251 5.536
H 3.165 -2.407 -0.527
H -0.954 -4.676 4.458
H 2.853 -2.790 -2.250
C -0.386 2.419 3.604
C -1.173 -4.269 1.240
H -0.967 3.251 4.024
C 0.480 -1.584 -3.031
H 3.649 2.253 -2.901
H -5.493 -3.521 1.973
H -5.274 -1.233 2.431
C -1.837 -1.365 4.600
C -4.420 -3.773 1.964
C 1.478 4.120 -1.092
H -2.806 -5.716 1.591
H 0.694 -1.548 3.380
H -4.258 -4.467 1.129
C -1.215 -2.566 3.860
H 3.032 4.651 -2.493
H -0.649 -1.949 0.397
H -3.238 -1.003 0.198
H -1.624 -5.643 2.914
H 2.654 -0.081 -2.946
H -2.872 3.156 2.426
H 0.646 3.995 1.631
H 0.683 2.652 3.724
P -1.805 -2.727 2.101
H -0.108 -2.509 -2.951
H 0.541 -2.242 5.012
C -2.547 2.368 1.730
C 2.493 3.845 -1.992
H 1.867 -3.553 -0.959

3.
81
Properties=species:S:1:pos:R:3 method="wB97M-V/def2-TZVPD" total_charge=+3 relative_energy_kj_mol=66.9 orbital_gap_ev=4.133
H 0.033 1.470 5.174
H 3.208 0.060 -0.477
H 2.835 1.910 3.937
H 0.654 3.052 4.688
H -2.799 2.730 0.369
H -4.477 -0.486 1.261
H -0.917 -3.127 2.748
H -3.306 -1.460 4.106
H -3.083 3.568 4.383
H 1.765 4.061 3.242
C -3.078 -0.970 -2.509
La -0.319 0.205 0.258
C 1.023 2.686 1.689
C 1.303 4.079 2.250
H -1.440 3.694 5.021
H -3.049 0.110 -2.690
H 4.969 -0.629 -5.586
H -4.078 -2.012 0.428
H 1.022 -3.961 0.685
P -0.113 1.727 2.816
C -2.111 3.059 4.428
C 2.511 1.122 -7.216
H 4.659 1.016 -7.494
C 3.051 -1.011 -0.693
H 2.769 -0.562 2.354
H 0.381 4.666 2.304
H 1.953 2.102 1.581
C 3.809 0.678 -6.892
H 2.357 1.891 -7.982
H -0.106 -0.549 -3.369
C 2.105 1.447 4.616
H -2.676 -3.449 2.907
H 0.739 -1.001 -5.194
C -1.593 2.376 -1.407
H 1.912 -2.067 2.818
H 1.989 4.598 1.574
C -1.594 2.845 3.005
H -1.664 -0.752 4.236
H -3.163 -1.499 -3.465
C -1.904 -3.318 -1.444
C 1.763 -3.478 0.035
H -1.039 -3.824 -1.000
H 1.457 -3.598 -1.013
H -2.395 2.392 2.400
H -3.949 -1.197 -1.885
C 2.829 -0.502 -5.052
C -4.016 -1.475 1.384
H -3.021 0.254 3.682
H 2.143 0.359 4.480
H -3.468 1.462 -0.765
C 2.600 -1.618 2.086
H 0.354 0.810 -6.913
H 2.444 1.662 5.642
H 2.669 -1.097 -1.722
H -2.252 2.109 4.962
H 3.716 -0.835 -3.369
H -2.771 -3.448 -0.788
C 3.992 -0.184 -5.802
P 1.784 -1.709 0.449
P -1.556 -1.542 -1.671
H 0.556 -2.106 -2.811
C -2.653 2.178 -0.572
H -0.732 3.029 -1.175
H -2.121 -3.775 -2.417
H -1.350 3.811 2.545
H -1.479 1.894 -2.396
H -4.552 -2.035 2.167
H -1.854 -3.618 1.315
O 2.800 -0.723 -3.698
C 1.555 -0.405 -5.609
H 3.558 -2.161 2.103
H 2.744 -3.951 0.191
C -2.594 -0.754 3.658
H 4.007 -1.554 -0.593
C 0.682 1.978 4.443
H -0.846 -2.078 -3.929
C 1.380 0.548 -6.612
C -1.890 -3.047 2.250
H 0.567 2.782 0.684
P -2.267 -1.274 1.931
C -0.370 -1.575 -3.075

Repeat the second record exactly.
83
Properties=species:S:1:pos:R:3 method="wB97M-V/def2-TZVPD" total_charge=+1 orbital_gap_ev="4.478 / 4.464"
C 0.920 3.092 -0.327
H 0.844 -3.336 1.239
H 1.477 -0.503 1.657
N 1.199 1.798 -0.638
P 1.226 -1.223 -1.421
C -3.629 -2.460 1.798
H -0.763 4.083 0.599
H -3.083 1.438 1.976
H -3.608 -2.642 -0.407
C 2.387 -2.635 -1.267
H -1.197 -6.416 1.374
C -4.250 -1.448 2.778
H -4.197 -4.274 2.919
C -1.590 -3.811 4.690
H -1.318 -3.290 -0.764
C 0.362 -4.311 1.405
P -0.749 2.053 1.849
H -4.400 3.581 -1.843
H -3.558 4.376 -2.874
H -0.975 -5.028 -0.773
H 0.784 -5.016 0.672
C -3.834 -1.907 0.373
H -2.285 0.438 -3.688
N -1.002 -1.499 1.267
C -1.746 -5.575 1.828
H -2.873 -1.560 4.903
H -4.896 -1.635 0.275
H 0.643 -4.685 2.400
C 0.315 -2.406 3.948
H -2.812 2.655 0.702
H -4.350 -1.866 3.789
H 0.859 -3.305 3.648
H 1.129 5.137 -0.939
O -4.273 3.724 -2.805
Hf 0.251 0.052 0.608
H -1.772 -0.419 4.045
C 2.467 0.074 -1.877
C 0.055 3.432 0.884
H 1.321 -1.749 -3.722
C -1.551 -4.241 -0.262
C 2.835 2.527 -2.231
C 2.118 1.512 -1.599
H 3.394 -0.194 -1.342
H -0.616 1.511 4.189
H -0.180 -0.785 -3.413
H -1.401 -3.538 5.740
H -2.652 -4.083 4.603
H -1.275 1.065 -4.619
H -3.707 -0.493 2.809
O -1.668 0.190 -4.384
H -2.612 -4.478 -0.422
H -1.270 -1.251 5.536
H 3.165 -2.407 -0.527
H -0.954 -4.676 4.458
H 2.853 -2.790 -2.250
C -0.386 2.419 3.604
C -1.173 -4.269 1.240
H -0.967 3.251 4.024
C 0.480 -1.584 -3.031
H 3.649 2.253 -2.901
H -5.493 -3.521 1.973
H -5.274 -1.233 2.431
C -1.837 -1.365 4.600
C -4.420 -3.773 1.964
C 1.478 4.120 -1.092
H -2.806 -5.716 1.591
H 0.694 -1.548 3.380
H -4.258 -4.467 1.129
C -1.215 -2.566 3.860
H 3.032 4.651 -2.493
H -0.649 -1.949 0.397
H -3.238 -1.003 0.198
H -1.624 -5.643 2.914
H 2.654 -0.081 -2.946
H -2.872 3.156 2.426
H 0.646 3.995 1.631
H 0.683 2.652 3.724
P -1.805 -2.727 2.101
H -0.108 -2.509 -2.951
H 0.541 -2.242 5.012
C -2.547 2.368 1.730
C 2.493 3.845 -1.992
H 1.867 -3.553 -0.959